Record 1
A structure of composition Cl2F2O8Sr3, computed with ωB97M-V/def2-TZVPD.

Computed properties:
HOMO level: -11.52 eV
Frontier orbital gap: 0.0764 Eh
Energy: -49325.9414 eV
Total charge: +2
ΔE to the lowest compared entry with this formula, charge and spin: 1708.8 kJ/mol

Cartesian coordinates (Å):
O: 0.955 -1.807 -0.276
F: 2.343 2.220 -0.660
O: -1.669 0.757 -1.454
O: -2.291 2.580 -2.568
O: -3.867 1.625 -0.881
Sr: 0.620 -4.309 -0.917
Sr: -2.661 -1.529 2.572
F: 4.433 1.364 1.379
Cl: -2.862 1.387 -2.047
O: 0.090 -1.367 1.869
Cl: 1.030 -0.949 0.862
Sr: 4.364 -0.260 3.436
O: -3.393 0.780 -3.317
O: 0.509 0.311 0.553
O: 2.397 -0.803 1.446


Record 2
An isolated molecule of Cl2FN, computed with ωB97M-V/def2-TZVPD.

Computed properties:
HOMO level (alpha / beta): -10.80 / -10.44 eV
Frontier orbital gap (alpha / beta): 0.3091 / 0.3161 Eh
Energy: -29246.8406 eV
ΔE to the lowest compared entry with this formula, charge and spin: 124.4 kJ/mol

Cartesian coordinates (Å):
F: 1.259 -0.867 0.474
Cl: -1.859 -0.239 -1.122
N: 1.064 0.397 0.194
Cl: -0.464 0.709 0.455


Record 3
A cluster of 2 separate species, Cl2FPS in total, computed with ωB97M-V/def2-TZVPD.

Computed properties:
HOMO level (alpha / beta): -9.25 / -10.00 eV
Frontier orbital gap (alpha / beta): 0.1813 / 0.2668 Eh
Energy: -47883.5054 eV
ΔE to the lowest compared entry with this formula, charge and spin: 507.6 kJ/mol

Cartesian coordinates (Å):
P: -1.460 0.015 -0.555
F: 3.051 0.377 0.054
S: -2.911 -1.186 0.191
Cl: 0.524 -0.532 -0.155
Cl: -1.380 1.805 0.079


Record 4
An isolated molecule of Cl2H2, computed with ωB97M-V/def2-TZVPD.

Computed properties:
HOMO level: -8.10 eV
Frontier orbital gap: 0.3242 Eh
Energy: -25073.9695 eV
ΔE to the lowest compared entry with this formula, charge and spin: 348.6 kJ/mol

Cartesian coordinates (Å):
Cl: 0.070 0.465 -1.184
Cl: -0.163 -0.628 0.684
H: 1.243 0.204 -0.752
H: -1.151 -0.040 1.252


Record 5
A cluster of 2 separate species, Cl2H2NP in total, computed with ωB97M-V/def2-TZVPD.

Computed properties:
HOMO level: -10.10 eV
Frontier orbital gap: 0.3576 Eh
Energy: -35856.3509 eV
SMILES: [H]/N=P/Cl.Cl
ΔE to the lowest compared entry with this formula, charge and spin: 127.8 kJ/mol

Cartesian coordinates (Å):
H: -2.326 1.002 0.404
H: 2.730 0.784 -1.574
N: -1.628 0.395 0.011
Cl: 2.426 0.240 -0.415
Cl: 0.013 -1.875 0.374
P: -1.216 -0.546 1.200


Record 6
An isolated molecule of Cl2H2NPS, computed with ωB97M-V/def2-TZVPD.

Computed properties:
HOMO level: -9.34 eV
Frontier orbital gap: 0.3568 Eh
Energy: -46693.4832 eV
SMILES: NP(=S)(Cl)Cl
ΔE to the lowest compared entry with this formula, charge and spin: 0.0 kJ/mol

Cartesian coordinates (Å):
P: 0.293 0.362 0.282
N: -0.850 -0.523 -0.554
Cl: 1.243 1.615 -0.946
S: 1.699 -0.543 1.305
H: -0.389 -1.003 -1.326
Cl: -1.052 1.461 1.308
H: -0.943 -1.370 -0.069


Record 7
A structure of composition Cl2H2OP2, computed with ωB97M-V/def2-TZVPD.

Computed properties:
HOMO level: -10.30 eV
Frontier orbital gap: 0.3045 Eh
Energy: -45702.1786 eV
ΔE to the lowest compared entry with this formula, charge and spin: 192.9 kJ/mol

Cartesian coordinates (Å):
P: -0.054 -0.483 0.715
H: -0.201 -0.341 2.057
O: -2.691 0.962 1.818
P: -2.024 0.507 0.608
Cl: -3.175 -1.771 -0.328
H: -0.850 -1.681 0.395
Cl: -2.483 1.871 -0.835


Record 8
A cluster of 2 separate species, Cl2H3PSi in total, computed with ωB97M-V/def2-TZVPD.

Computed properties:
HOMO level: -9.87 eV
Frontier orbital gap: 0.3192 Eh
Energy: -42259.6608 eV
ΔE to the lowest compared entry with this formula, charge and spin: 266.8 kJ/mol

Cartesian coordinates (Å):
P: 1.367 -0.701 -0.810
Cl: -4.015 -1.557 1.116
H: 0.586 -1.650 -0.345
H: 1.357 0.052 0.351
Si: -2.319 -0.200 0.828
Cl: -3.161 1.234 -0.486
H: 0.427 -0.155 -1.241